a) 15
Properties=species:S:1:pos:R:3 method="wB97M-V/def2-TZVPD" homo_ev=-8.986 spin_multiplicity=1 e_lumo_ha=0.023 smiles=CS.O.O.O gap_ha=0.3532
H 4.653 0.636 2.132
H -3.372 -0.767 -1.319
H 3.728 2.618 -0.945
S -4.144 0.022 -0.583
O 4.014 1.146 1.634
H -1.452 -7.069 -0.681
H -2.110 1.382 -0.639
H 3.620 1.828 2.190
H -3.194 1.904 0.606
H -3.612 2.239 -1.061
H 4.481 3.036 0.228
O 3.853 3.412 -0.407
C -3.159 1.546 -0.409
H -1.323 -5.615 -0.358
O -1.983 -6.319 -0.389

***

b) 15
Properties=species:S:1:pos:R:3 method="wB97M-V/def2-TZVPD" homo_ev=-9.232 spin_multiplicity=1 e_lumo_ha=0.014 smiles=CS.O.O.O gap_ha=0.3528
H 0.274 -1.596 1.645
O 1.497 0.639 -1.577
H 1.839 0.694 -0.679
H 2.081 0.214 -2.222
O -1.318 1.919 -0.908
H -2.262 -2.519 0.154
H 2.047 1.592 1.891
S -0.962 -1.144 1.644
H -1.729 -1.060 -0.773
H 1.055 1.410 1.189
H -1.849 1.581 -0.171
H -0.563 -2.239 -0.521
H -0.493 1.384 -0.814
O 1.796 0.922 1.173
C -1.413 -1.797 -0.030

***

Which of them is most stable? Easy: a).

***

a) 9
Properties=species:S:1:pos:R:3 method="wB97M-V/def2-TZVPD" homo_ev=-9.449 spin_multiplicity=1 e_lumo_ha=-0.022 gap_ha=0.3249
H -1.200 0.353 -2.228
N -0.151 1.034 1.450
H 0.974 -1.714 -0.773
N -0.404 1.245 0.135
C -0.123 0.201 -0.625
O -0.297 0.106 -1.999
N 0.457 -0.033 1.705
H 0.582 -0.094 2.730
C 0.163 -1.099 -0.394

***

b) 9
Properties=species:S:1:pos:R:3 method="wB97M-V/def2-TZVPD" homo_ev="-9.080 / -9.082" spin_multiplicity=1 e_lumo_ha="-0.016 / -0.016" gap_ha="0.3174 / 0.3175"
C -0.224 0.084 -0.239
O -0.139 1.320 -2.138
C 0.544 0.014 1.041
H 0.421 -0.934 1.567
N -0.030 1.285 -0.932
N -1.521 -1.816 -1.067
H 0.228 0.842 1.681
H 1.602 0.146 0.791
N -0.881 -0.941 -0.705

***

Which of them is most stable? Easy: b).

***

a) 9
Properties=species:S:1:pos:R:3 method="wB97M-V/def2-TZVPD" homo_ev=-9.382 spin_multiplicity=1 e_lumo_ha=0.036 smiles=Oc1cn[nH]n1 gap_ha=0.3806
C -0.754 -0.076 -0.036
N 1.289 -0.365 0.233
H -2.110 -1.367 0.042
H 0.183 1.911 -0.846
O -2.063 -0.396 -0.032
C -0.083 1.190 -0.073
N 1.214 0.922 0.167
H 2.182 -0.787 0.395
N 0.142 -1.032 0.151

***

b) 9
Properties=species:S:1:pos:R:3 method="wB97M-V/def2-TZVPD" homo_ev=-10.144 spin_multiplicity=1 e_lumo_ha=0.030 smiles=Oc1nc[nH]n1 gap_ha=0.4027
C 0.903 -0.022 0.090
C -1.108 -0.560 -0.028
N 0.087 -1.085 -0.123
N 0.305 1.142 0.322
H 2.605 -0.182 -0.791
H -1.948 1.258 0.326
O 2.251 -0.188 0.110
N -1.060 0.748 0.228
H -2.035 -1.112 -0.134

***

Which of them is most stable? Easy: b).

***

a) 9
Properties=species:S:1:pos:R:3 method="wB97M-V/def2-TZVPD" homo_ev=-9.531 spin_multiplicity=1 e_lumo_ha=0.034 smiles=Oc1nc[nH]n1 gap_ha=0.3843
N -1.037 0.724 0.233
C 0.849 -0.065 -0.167
C -1.164 -0.550 -0.138
H 2.818 0.170 -0.005
O 2.131 -0.447 -0.268
H -1.792 1.242 0.661
H -2.100 -1.077 -0.108
N 0.306 1.076 0.234
N -0.011 -1.074 -0.441

***

b) 9
Properties=species:S:1:pos:R:3 method="wB97M-V/def2-TZVPD" homo_ev=-9.572 spin_multiplicity=1 e_lumo_ha=0.007 gap_ha=0.3584
N 1.727 0.642 -0.277
H -1.987 -1.230 0.219
H 1.441 1.596 0.264
H -2.099 0.215 -0.681
O 1.808 -0.582 0.418
N -1.625 -0.306 0.044
C 0.447 0.936 -0.542
C -0.265 -0.189 0.038
N 0.552 -1.082 0.517

***

Which of them is most stable? Easy: a).

***

a) 9
Properties=species:S:1:pos:R:3 method="wB97M-V/def2-TZVPD" homo_ev=-9.820 spin_multiplicity=1 e_lumo_ha=0.031 smiles=Nc1cnon1 gap_ha=0.3919
C -0.493 -1.024 -0.402
H 1.034 1.947 -0.086
O -0.632 -0.909 1.707
N 0.027 0.224 1.348
C 0.113 0.189 0.046
N -0.957 -1.654 0.633
H -0.508 -1.521 -1.364
N 0.736 1.186 -0.684
H 0.154 1.543 -1.433

***

b) 9
Properties=species:S:1:pos:R:3 method="wB97M-V/def2-TZVPD" homo_ev=-9.683 spin_multiplicity=1 e_lumo_ha=0.023 smiles=Oc1ncn[nH]1 gap_ha=0.3789
N 0.475 -0.871 -1.220
H -0.421 1.808 1.684
C 0.024 0.365 0.551
C -0.778 -0.958 -0.833
N 0.980 0.005 -0.317
H -1.480 -1.595 -1.355
H 1.962 0.222 -0.279
O 0.327 1.218 1.540
N -1.115 -0.215 0.264

***

Which of them is most stable? Easy: b).

***

a) 14
Properties=species:S:1:pos:R:3 method="wB97M-V/def2-TZVPD" homo_ev=-14.916 spin_multiplicity=1 charge=+1 e_lumo_ha=-0.121 gap_ha=0.4273
H -0.238 -1.264 2.722
N -1.871 -1.788 1.647
H 0.120 -0.025 -1.684
H -2.279 -2.484 2.324
N 0.808 0.399 -1.005
H 0.304 0.222 -0.058
H 0.350 2.464 -1.428
H 1.405 1.701 -2.538
C -0.759 -0.967 1.748
O -0.511 0.064 1.078
H 1.499 -0.325 -1.095
C 1.241 1.772 -1.461
H 2.048 2.097 -0.848
H -2.118 -1.866 0.598

***

b) 14
Properties=species:S:1:pos:R:3 method="wB97M-V/def2-TZVPD" homo_ev=-13.078 spin_multiplicity=1 charge=+1 e_lumo_ha=-0.130 gap_ha=0.3506
H 0.319 -3.155 -1.919
N 0.862 -0.010 -0.399
H 0.088 0.425 1.871
H 1.876 -3.172 -2.117
H 0.948 -0.821 0.125
C -0.556 0.991 1.167
H 1.055 -0.350 -1.303
H -2.374 1.978 1.021
H 1.670 0.585 0.041
O 1.189 -2.597 -1.730
H -1.263 2.742 2.069
N -1.562 1.820 1.597
C -0.400 0.544 -0.093
H -1.196 0.659 -0.777

***

Which of them is most stable? Easy: a).

***

a) 55
Properties=species:S:1:pos:R:3 method="wB97M-V/def2-TZVPD" homo_ev=-8.437 spin_multiplicity=1 e_lumo_ha=-0.007 smiles="CCOc1ccc(/C(O)=C2/C(=O)C(=O)N(CCOCCO)[C@H]2c2ccccc2)cc1" gap_ha=0.3035
H 6.044 0.742 0.679
C -0.412 -2.481 -1.158
C -0.752 -1.604 2.076
H 3.967 -3.033 0.141
C -1.761 -0.592 0.003
C 0.757 -0.364 3.467
C 3.186 -2.362 -0.179
H 0.174 -2.391 3.833
C 0.925 -1.946 -0.894
H -1.587 0.297 -0.615
C -0.213 0.667 1.532
H 4.664 1.019 -2.045
H -1.289 -2.516 1.858
C 1.221 -0.590 -0.989
C -1.254 3.506 -1.453
H -1.222 4.293 -2.219
H 6.303 0.439 -1.760
H 0.477 0.102 -1.346
H 5.889 2.120 -1.395
H -0.859 3.906 -0.510
O -3.035 -3.628 -1.433
H -4.443 1.311 -0.839
H 0.394 2.646 -2.045
H -3.331 3.984 -1.115
C -3.859 -1.693 -0.156
H 1.403 -0.312 4.331
C -3.815 0.447 1.037
N -3.173 -0.643 0.353
H -0.344 1.525 0.891
C 5.156 0.696 0.042
C 0.069 -1.533 3.186
C 5.524 1.096 -1.384
C -2.837 -2.546 -0.882
O -0.447 -3.674 -1.737
H -3.206 0.747 1.893
C -0.887 -0.509 1.233
O -5.049 -1.886 -0.027
C 2.482 -0.119 -0.677
H 2.674 0.939 -0.765
H 4.398 1.371 0.458
H -4.789 0.083 1.373
H -4.719 2.365 0.572
O 4.729 -0.649 0.134
H -1.398 -3.969 -1.796
H -3.052 2.536 -2.125
C -1.575 -1.869 -0.767
O -0.513 2.378 -1.864
C -2.705 3.088 -1.240
C -4.016 1.653 0.114
C 0.608 0.738 2.643
H 1.133 1.655 2.869
C 1.937 -2.829 -0.508
C 3.476 -0.995 -0.246
O -2.766 2.272 -0.098
H 1.719 -3.885 -0.453

***

b) 55
Properties=species:S:1:pos:R:3 method="wB97M-V/def2-TZVPD" homo_ev=-8.524 spin_multiplicity=1 e_lumo_ha=-0.012 smiles="CC[C@H](NC(=O)CCc1c(C)c2cc3c4c(oc3cc2oc1=O)CCCC4)C(=O)O" gap_ha=0.3009
N -4.355 0.248 0.372
C 6.089 0.870 0.177
O -7.181 -0.481 1.101
H 1.255 -3.081 0.477
H -0.259 -3.239 -0.405
C 4.132 -0.176 -0.025
H -5.311 2.047 0.218
O -7.634 1.664 0.877
H 6.415 -1.993 -1.002
C -0.743 0.824 -0.294
C 8.336 -0.049 -0.122
C 7.775 -1.310 0.538
C -5.547 1.001 -0.007
C 1.614 0.948 -0.115
H 7.766 1.459 1.329
C -0.645 -0.624 -0.439
H 3.183 -2.075 -0.227
H 9.382 0.083 0.157
H -5.509 -1.232 -1.739
C 6.366 -1.617 0.025
H 8.431 -2.157 0.337
C 3.951 1.228 0.061
C 0.702 -2.740 -0.397
H 7.784 2.048 -0.331
C -6.881 0.737 0.725
H -6.569 1.643 -1.776
H 5.897 -2.391 0.636
C 2.700 1.805 0.018
O 5.139 1.852 0.183
H -2.568 -0.647 -1.288
C -5.800 0.910 -1.528
H -6.362 -0.471 -3.079
H -7.195 -0.745 -1.551
C -2.715 -1.448 0.719
H 2.546 2.869 0.082
O -5.070 -1.885 0.759
C -1.979 -1.289 -0.629
C 0.557 -1.252 -0.350
C 3.038 -1.011 -0.156
O -1.797 1.433 -0.283
H 7.740 -1.160 1.619
O 0.392 1.536 -0.147
H -6.437 -1.147 0.937
H -2.250 -0.810 1.473
C 1.757 -0.456 -0.202
H 1.257 -3.035 -1.287
H -2.665 -2.480 1.068
H -4.878 1.199 -2.040
H -3.500 0.784 0.219
C 7.535 1.188 0.294
H -1.879 -2.254 -1.122
C 5.550 -0.370 0.057
H 8.288 -0.163 -1.206
C -4.178 -1.053 0.609
C -6.242 -0.471 -1.998

***

Which of them is most stable? Easy: b).